1.
Entry from the Open Molecules 2025 dataset: C26H41F5GeN4NaS as an isolated structure at a distorted geometry (ωB97M-V/def2-TZVPD).

Geometry as ORCA input:
```
! wB97M-V def2-TZVPD RIJCOSX def2/J DEFGRID3
* xyz 1 1
Ge 0.73 -1.72 -1.71
S -0.72 -1.29 0.09
Na -1.31 2.09 0.61
F 1.92 -2.39 4.34
F -0.49 -5.88 2.27
F 1.24 -0.70 2.42
F 1.45 -5.11 4.10
F -1.57 -4.11 0.67
N 0.37 2.09 -0.87
N -1.94 3.57 -0.94
N -3.20 0.57 1.95
N 0.00 4.07 1.12
C -5.13 3.62 2.98
C 0.27 2.98 -2.07
C -1.17 3.43 -2.18
C 1.36 3.63 0.93
C 0.71 -1.97 2.39
C -0.39 5.16 0.23
C -3.68 1.71 2.71
C -4.31 4.00 4.09
C -0.14 -2.38 1.36
C -3.26 3.27 4.51
C -1.73 4.96 -0.40
C 0.38 -3.50 -2.25
C 1.52 2.40 0.01
C 0.81 -4.21 3.34
C 1.02 -3.88 -3.58
C -0.63 -3.72 1.46
C 3.22 -1.83 -0.14
C 4.08 -3.89 0.96
C 1.10 -2.85 3.40
C -0.11 -4.61 2.40
C 0.53 -3.06 -4.76
C -4.77 2.45 2.32
C 2.91 -3.34 0.09
C -2.98 2.10 3.80
C 2.59 -1.30 -1.39
C 0.96 -3.77 -6.03
H 1.99 -4.07 -6.00
H 0.99 -4.99 -3.73
H 2.88 -3.86 -0.87
H -0.69 -3.66 -2.24
H -2.13 1.50 4.15
H -3.90 0.03 1.49
H 0.32 5.21 -0.59
H -5.30 2.08 1.38
H -5.90 4.28 2.65
H 0.37 1.08 -1.04
H -1.30 4.32 -2.78
H 5.01 -3.86 0.42
H -4.54 4.93 4.57
H -0.34 6.11 0.82
H 1.80 3.36 1.91
H 2.44 2.66 -0.56
H 0.78 -4.24 -1.51
H 0.73 -3.25 -6.97
H 1.03 3.79 -1.81
H 3.20 -1.82 -2.18
H 2.81 -1.27 0.72
H 4.18 -3.33 1.86
H 2.08 -3.79 -3.46
H -2.68 -0.15 2.47
H 4.22 -1.61 -0.19
H -1.68 2.57 -2.76
H 0.12 -0.69 -2.61
H 1.00 -2.08 -4.71
H -2.70 3.58 5.35
H -1.99 5.71 -1.15
H 2.01 4.41 0.55
H -2.90 3.39 -1.06
H 2.77 -0.23 -1.50
H -2.54 5.12 0.36
H 0.57 2.40 -2.91
H 1.79 1.55 0.61
H -0.07 4.24 2.09
H 0.46 -4.75 -6.07
H 1.97 -3.45 0.61
H -0.55 -2.90 -4.90
H 4.07 -4.91 1.36
*
```

Summary:
- HOMO (Ha) = -0.4145
- F_max (eV/Å) = 3.28
- total energy (eV) = -118936.5878
- orbital gap (eV) = 9.08


2.
Entry from the Open Molecules 2025 dataset: C26H41GeN13RuS4Si3 as an isolated structure at a distorted geometry (ωB97M-V/def2-TZVPD).

Geometry as ORCA input:
```
! wB97M-V def2-TZVPD RIJCOSX def2/J DEFGRID3
* xyz 1 6
Ru 1.45 0.21 0.91
Ge 0.15 1.88 2.03
S -0.35 -0.65 -0.28
S 1.17 -5.11 -4.12
S 0.68 0.17 -1.84
S 0.34 -2.84 -2.35
Si 1.25 0.52 4.12
Si -0.34 4.27 1.47
Si -2.44 0.88 2.37
N -2.38 0.21 -3.29
N 4.60 2.88 1.67
N 2.88 1.55 1.42
N 2.51 2.68 2.07
N 1.90 -1.30 -3.69
N 3.53 3.44 2.21
N 3.11 -0.72 0.11
N 4.95 0.79 0.52
N 5.02 -1.15 -0.85
N 4.11 -2.07 -1.20
N -3.86 -1.26 -2.48
N 1.99 -2.53 -4.25
N 2.98 -1.83 -0.63
C 2.84 1.35 4.68
C 1.58 -1.29 3.58
C -1.17 5.04 2.97
C -0.04 0.61 5.50
C 2.89 -2.68 -5.36
C -3.17 1.83 3.83
C -1.49 4.05 -0.03
C -5.80 -2.49 -1.75
C 1.19 5.24 0.99
C -4.49 -2.08 -1.52
C -2.09 -0.93 2.78
C -6.45 -3.28 -0.82
C 4.67 -2.99 -7.43
C -4.48 -3.30 0.55
C 5.07 -2.33 -6.28
C 4.39 -0.32 -0.05
C 4.20 1.71 1.17
C -3.46 1.07 0.81
C 3.38 -3.47 -7.56
C -2.79 -0.50 -2.25
C 1.09 -1.30 -2.70
C -3.82 -2.49 -0.37
C 2.48 -3.32 -6.52
C 4.17 -2.17 -5.23
C -5.79 -3.69 0.33
C 1.24 -3.53 -3.69
H -2.54 4.13 0.26
H 0.43 0.28 6.42
H -2.99 0.59 -0.06
H -2.80 -2.16 -0.21
H -6.31 -2.17 -2.65
H -2.99 -1.51 2.59
H -6.30 -4.33 1.05
H -3.67 2.11 0.57
H 3.07 -3.97 -8.46
H -4.03 1.27 4.21
H -3.95 -3.64 1.43
H -7.47 -3.58 -1.00
H -1.58 0.81 -3.20
H -1.79 -1.07 3.82
H 2.72 2.43 4.78
H 2.44 -1.68 4.12
H -0.90 -0.03 5.32
H -4.33 -1.24 -3.38
H -4.42 0.56 0.97
H 1.80 -1.40 2.51
H -0.49 5.04 3.83
H -0.39 1.63 5.65
H 1.73 4.77 0.15
H -3.54 2.81 3.52
H -2.08 4.52 3.27
H 3.12 0.96 5.66
H -1.34 3.08 -0.50
H -1.43 6.07 2.75
H -2.80 0.16 -4.22
H 0.72 -1.93 3.80
H 6.07 -1.95 -6.18
H -2.46 1.96 4.64
H 3.67 1.17 4.01
H 0.91 6.25 0.68
H -1.30 4.82 -0.77
H 1.89 5.31 1.82
H 1.46 -3.68 -6.62
H 5.91 1.00 0.32
H 4.46 -1.67 -4.32
H 5.38 -3.14 -8.24
H -1.30 -1.33 2.14
*
```

Summary:
- HOMO (spin up / spin down) (Ha) = -0.3647 / -0.3631
- F_max (eV/Å) = 1.95
- total energy (eV) = -173060.7107
- orbital gap (spin up / spin down) (eV) = 6.81 / 3.92
- expectation value of S² = 8.784


3.
Entry from the Open Molecules 2025 dataset: a 3-piece molecular cluster, C26H41N3O10 overall at a distorted geometry (ωB97M-V/def2-TZVPD).

Geometry as ORCA input:
```
! wB97M-V def2-TZVPD RIJCOSX def2/J DEFGRID3
* xyz 0 1
O -3.71 -0.44 -0.82
O 3.96 -5.34 -3.74
O -3.25 2.66 4.43
O 0.67 6.37 -0.82
O 3.69 -4.07 -5.59
O 0.28 4.30 -0.34
O -1.26 5.85 0.23
O -4.57 -1.24 1.06
O -0.37 1.18 2.93
O 5.63 -5.12 -5.10
N -0.71 -0.40 0.52
N 0.96 -2.31 -0.71
N 3.16 0.61 -2.49
C -4.56 0.66 4.91
C -0.67 -0.55 -0.77
C -0.20 5.54 -0.26
C -4.57 -0.42 0.21
C 1.59 -2.97 2.79
C -0.56 3.31 0.23
C -2.54 2.33 3.24
C 2.54 -0.51 -3.21
C 0.03 -1.14 2.68
C 1.64 -3.05 1.43
C 4.36 -4.77 -4.88
C 6.19 -4.58 -6.29
C 0.87 -2.17 0.64
C 0.20 -1.50 -1.40
C -1.59 0.33 -1.59
C 0.07 -1.23 1.27
C 0.24 -1.58 -2.90
C 0.78 -2.02 3.45
C -2.83 0.70 -0.84
C 0.27 7.74 -0.81
C -4.57 2.12 4.44
C 2.61 -5.04 -3.39
C 0.83 -2.07 4.95
C -1.05 2.23 3.58
C 1.01 -0.36 -3.43
C -0.85 -0.10 3.29
H -1.86 -0.28 2.91
H 0.22 -1.33 5.45
H -0.90 -0.19 4.37
H -3.67 0.53 5.53
H -2.92 1.42 2.78
H 0.15 8.10 0.22
H -1.90 -0.19 -2.49
H -2.61 0.98 0.18
H 5.64 -4.92 -7.17
H 2.46 -3.98 -3.23
H -2.70 3.15 2.53
H 2.41 -5.56 -2.45
H 0.79 -0.20 -4.49
H 3.01 -0.56 -4.19
H -5.02 2.20 3.46
H 2.20 -3.66 3.36
H -5.43 0.44 5.51
H -5.13 2.72 5.14
H 7.21 -4.94 -6.35
H -0.08 2.34 0.12
H 2.74 -1.41 -2.64
H -0.92 2.21 4.67
H 0.72 0.55 -2.93
H 0.45 -3.04 5.27
H -1.09 1.25 -1.89
H 2.80 0.67 -1.55
H 0.79 -2.46 -3.21
H -0.77 -1.65 -3.30
H 1.07 8.30 -1.29
H -5.31 0.39 0.26
H 1.93 -5.42 -4.15
H -0.65 7.88 -1.36
H 1.84 -1.98 5.33
H -3.32 1.55 -1.32
H 6.19 -3.49 -6.26
H -1.53 3.29 -0.28
H -0.73 3.49 1.29
H -0.57 3.14 3.24
H -4.49 -0.02 4.06
H 2.26 -3.78 0.94
H 2.98 1.48 -2.97
*
```

Summary:
- HOMO (Ha) = -0.3262
- F_max (eV/Å) = 1.07
- total energy (eV) = -52571.3872
- SMILES = CCOCCOCc1c(C)ccc2nc(CCCN)c(CCOC=O)nc12.COC(=O)OC.COC(=O)OC
- orbital gap (eV) = 8.81